An isolated ion of composition C9H14N4OP and charge +1 at a distorted geometry. Source: OMol25; level of theory: ωB97M-V/def2-TZVPD.

Each line ends with the Löwdin charge.
Geometry (Å):
P  -0.444648  -1.733736  -1.559201  0.892
O  -0.389211  -2.753743  -0.469290  -0.345
N  -2.557058  -0.924673  -0.089093  0.032
N  -1.227679  -0.756185  1.939872  0.044
N  -0.850229  0.489378  1.867399  0.029
N  -1.665240  -0.643043  -1.107058  -0.329
C  1.054515  -0.763422  -1.421563  -0.338
C  1.177178  0.590262  -1.708537  -0.070
C  3.507847  0.398717  -1.043379  -0.036
C  -1.987124  -1.508818  1.077789  0.000
C  -2.250890  0.214848  -2.151100  -0.069
C  3.349383  -0.967302  -0.923722  -0.045
C  -0.134397  1.034021  2.971205  -0.083
C  2.404136  1.198650  -1.435670  -0.041
C  2.123334  -1.557252  -1.149715  -0.097
H  4.152709  -1.617524  -0.698218  0.107
H  -2.168703  -2.402375  1.504318  0.103
H  -3.471767  -1.320329  -0.354091  0.167
H  -1.606787  1.137916  -2.159024  0.079
H  -0.749544  1.939284  3.309213  0.127
H  2.014207  -2.531994  -0.950094  0.067
H  0.261378  1.198153  -1.893426  0.093
H  -2.203757  -0.322971  -3.131569  0.095
H  2.554721  2.220414  -1.709097  0.103
H  -3.281004  0.518781  -1.893738  0.098
H  -1.149137  -1.109575  2.849575  0.138
H  0.050488  0.309940  3.772778  0.085
H  4.463737  0.785464  -0.935219  0.090
H  0.841188  1.370674  2.563066  0.103

Atomic forces in eV per Å
P 0.083 -0.290 1.399
O -0.503 -0.465 -0.104
N 0.934 -2.135 2.352
N -0.512 1.611 -1.347
N -0.677 -0.766 -2.159
N -1.511 0.779 -0.507
C -0.818 0.385 -1.416
C -0.409 0.942 1.170
C -2.199 -0.327 -0.788
C 0.930 5.357 -1.910
C 0.871 0.872 -0.337
C -0.296 0.349 -0.273
C -0.335 0.734 0.304
C 0.445 -1.221 -0.608
C 1.274 2.874 0.366
H 0.898 -0.299 0.314
H -1.410 -3.014 0.786
H 0.755 -0.101 -0.144
H -1.014 -0.703 -0.442
H 1.093 -1.168 -0.222
H -0.448 -3.582 0.409
H 1.155 -0.471 -0.181
H -0.219 0.728 0.758
H 0.019 0.593 0.280
H 0.512 -0.322 -0.156
H 0.515 -1.621 1.628
H -0.116 0.185 0.178
H 1.514 1.004 0.302
H -0.532 0.074 0.346

Calculated values
SMILES = C/N=[NH+]/C=[NH+]\N(C)P([O-])c1ccccc1
molar mass = 225.2 g/mol
highest occupied orbital energy (spin up / spin down) = -11.7247 / -12.4865 eV
total charge = +1
Kohn-Sham gap (spin up / spin down) = 6.20 / 7.30 eV
energy relative to the best compared isomer or geometry (same formula, charge and spin) = 4.0 kcal per mole
LUMO level (spin up / spin down) = -5.523 / -5.185 eV

---

An isolated ion of composition C9H14N5 and charge +1 at a distorted geometry. Source: OMol25; level of theory: ωB97M-V/def2-TZVPD.

Each line ends with the Löwdin charge.
Geometry (Å):
N  1.671788  0.410307  2.236826  0.183
N  -1.839235  2.372941  -1.806204  0.053
N  1.370782  2.702149  1.525458  0.070
N  0.528011  1.040267  -0.306134  0.048
N  0.268941  3.015753  0.989971  0.097
C  -2.178850  2.404133  -3.000744  0.087
C  -1.124571  2.892258  -0.862215  -0.046
C  1.939232  1.429447  1.488111  -0.124
C  1.189022  -1.723791  3.072395  0.013
C  -0.177572  2.296266  -0.093350  -0.281
C  1.191228  -0.726996  1.997860  -0.291
C  -0.790451  -0.811384  -1.323819  -0.035
C  -0.116088  -0.234607  -0.117432  -0.386
C  0.786650  -1.258386  0.645945  -0.066
H  3.019353  1.710352  1.227014  0.171
H  1.102567  1.074150  -1.170381  0.169
H  -1.588339  3.742962  -0.360424  0.159
H  1.982006  -2.282091  2.912355  0.052
H  -1.329352  0.043369  -1.822372  0.070
H  -1.678858  3.106809  -3.609498  0.092
H  -1.510255  -1.597464  -0.954088  0.119
H  1.262672  -1.462714  4.145322  0.126
H  1.811726  -1.361057  0.141984  0.169
H  0.327536  -2.313654  2.814031  0.092
H  -2.987707  1.846993  -3.436742  0.102
H  -0.116007  -1.112198  -2.084647  0.074
H  -0.845902  -0.170846  0.737367  0.169
H  0.426366  -2.253444  0.792595  0.113

Atomic forces in eV per Å
N -0.436 0.455 -0.091
N -1.104 -1.356 -0.559
N -2.355 -1.380 0.483
N 0.715 1.395 -1.247
N 1.442 0.886 -0.119
C 0.299 0.781 0.149
C -0.699 0.400 1.981
C 1.969 3.764 -1.283
C -3.764 1.861 1.354
C 1.638 -2.152 0.541
C 0.457 -0.392 0.639
C -1.976 1.044 0.292
C -0.825 -1.476 2.571
C 3.056 1.697 -1.047
H -0.999 -1.539 0.086
H -0.549 -0.209 0.724
H 0.270 0.330 -0.301
H 3.998 -3.136 -0.977
H -0.020 -1.115 0.670
H 0.611 0.595 -1.243
H 0.789 0.651 -0.979
H -0.424 0.541 -0.817
H -1.251 -0.061 0.206
H -0.433 -0.714 0.808
H -0.324 -0.478 0.271
H 0.810 -0.946 -0.487
H -0.152 0.961 -1.259
H -0.744 -0.406 -0.365

Calculated values
SMILES = C=N/C=C1/N=[N+]=C/N=C(/C)C[C@H](C)N1
molar mass = 192.2 g/mol
highest occupied orbital energy = -12.3709 eV
total charge = +1
Kohn-Sham gap = 8.17 eV
energy relative to the best compared isomer or geometry (same formula, charge and spin) = 144.1 kcal per mole
LUMO level = -4.200 eV

---

A 2-piece molecular cluster, C9H14N5 overall at a distorted geometry. Source: OMol25; level of theory: ωB97M-V/def2-TZVPD.

Each line ends with the Löwdin charge.
Geometry (Å):
N  0.150015  -1.943985  0.325247  0.028
N  -2.223818  -0.557455  -1.220890  0.062
N  0.291611  -0.960936  -0.439366  -0.031
N  1.107667  -2.287039  1.203753  0.123
N  3.316289  1.858586  -0.430634  0.072
C  3.171184  1.043201  -1.416725  -0.194
C  -1.259147  -0.836897  -1.931449  0.036
C  -3.783507  0.177392  0.560113  -0.032
C  2.257595  0.077780  -1.435574  -0.020
C  0.474662  0.937161  1.832820  -0.041
C  1.269380  -0.024027  -0.422497  -0.239
C  2.532384  1.825737  0.648892  -0.043
C  -3.302699  -0.090464  -0.820601  -0.101
C  1.447129  0.874329  0.683077  -0.162
H  2.010154  -1.750206  1.326001  0.154
H  -3.411498  1.297079  0.745641  0.146
H  0.756199  0.145576  2.482630  0.063
H  -4.868729  0.280623  0.657903  0.083
H  -0.549552  0.783029  1.658142  0.050
H  -1.285568  -2.009056  -2.131090  0.184
H  -4.028144  -0.172061  -1.623435  0.149
H  2.197283  -0.597089  -2.305712  0.125
H  0.587187  1.865311  2.365670  0.084
H  -0.842332  -0.129525  -2.571800  0.109
H  -3.477014  -0.553296  1.300818  0.085
H  2.746128  2.483701  1.468149  0.116
H  3.742446  1.240036  -2.342087  0.131
H  0.974708  -2.977493  1.832996  0.064

Atomic forces in eV per Å
N 1.067 -0.387 0.644
N -1.371 1.756 1.573
N -1.416 -1.693 -0.244
N 1.695 4.491 -2.799
N 0.775 2.395 2.517
C 1.191 0.926 -1.994
C 0.076 -5.174 -0.106
C 0.602 3.035 0.276
C -3.287 -2.913 -0.678
C 1.606 0.070 -0.055
C 4.207 2.302 1.577
C -1.108 -2.672 -2.062
C -1.811 -1.641 -0.329
C -0.277 0.949 -0.614
H -1.552 -0.522 -0.535
H -0.478 -2.399 0.261
H 0.176 -0.704 1.095
H 0.185 -0.229 -0.603
H -1.363 -0.130 -0.867
H 0.970 2.549 0.048
H -0.632 0.798 -0.002
H 0.015 0.304 0.501
H 0.055 0.340 0.231
H 1.265 1.035 -0.800
H 0.595 0.235 0.058
H -0.059 0.301 0.223
H 0.110 -0.255 0.742
H -1.236 -2.768 1.940

Calculated values
molar mass = 192.2 g/mol
highest occupied orbital energy = -12.3810 eV
total charge = +1
Kohn-Sham gap = 8.87 eV
energy relative to the best compared isomer or geometry (same formula, charge and spin) = 134.7 kcal per mole
LUMO level = -3.514 eV

---

An isolated ion of composition C9H14N5O and charge +1 at a distorted geometry. Source: OMol25; level of theory: ωB97M-V/def2-TZVPD.

Each line ends with the Löwdin charge.
Geometry (Å):
O  -4.612431  -0.453128  -0.493832  0.206
N  -0.035542  -0.772718  0.000237  0.070
N  1.515508  0.923379  -0.240533  -0.055
N  -1.137781  1.462484  0.201073  0.132
N  -1.910915  -2.014498  -0.124205  0.204
N  -3.418468  1.285844  0.341548  0.100
C  -2.310101  2.050042  0.220526  -0.179
C  2.245011  -1.514859  -0.378793  -0.026
C  -1.134193  0.060435  0.189270  -0.088
C  1.746179  1.198134  -1.655563  -0.051
C  1.522826  -0.642796  1.881263  0.004
C  1.461930  -0.421524  0.338770  -0.420
C  -0.600658  -2.019159  -0.122448  -0.061
C  -3.593020  -0.064059  -0.047497  -0.373
C  -2.277565  -0.729177  0.134103  -0.059
H  0.876034  -1.547392  2.210226  0.128
H  2.211831  1.368518  0.209429  0.084
H  -4.355644  1.771979  0.332016  0.194
H  -0.033947  -2.853959  -0.348172  0.125
H  2.528905  -0.827241  2.247029  0.087
H  0.747822  1.386693  -2.062247  0.094
H  1.741161  -1.917263  -1.342530  0.123
H  1.121223  0.153822  2.531293  0.091
H  -2.314170  3.164546  0.502093  0.162
H  2.339939  -2.353733  0.250318  0.066
H  -0.120134  1.729183  -0.026961  0.159
H  2.411583  0.569507  -2.213901  0.088
H  3.249184  -1.142532  -0.770967  0.122
H  2.135433  2.149464  -1.761546  0.071

Atomic forces in eV per Å
O -1.127 -1.130 -0.193
N -0.467 0.820 0.737
N -0.877 -1.367 0.178
N 5.894 -7.163 -0.301
N -1.466 0.850 0.508
N -3.869 -0.085 0.059
C -2.537 5.836 0.239
C 0.605 0.696 -3.064
C 2.664 3.981 0.090
C -2.086 -0.883 -0.093
C -0.801 -0.193 0.879
C -2.858 -1.312 -1.261
C -0.431 1.609 -0.155
C 1.844 1.830 0.726
C -1.029 -3.011 -1.164
H 1.219 1.238 -1.020
H 2.776 2.067 2.339
H 1.663 -0.504 -0.078
H 1.028 -1.567 -0.119
H 0.206 -0.038 -0.251
H 0.165 -0.933 -0.856
H 0.606 0.988 1.508
H 0.092 0.151 -0.736
H -0.359 -2.108 -0.346
H 0.541 -0.975 0.789
H -1.364 0.489 0.491
H -0.117 -0.841 -0.256
H -1.126 -0.513 0.987
H 1.209 2.067 0.361

Calculated values
multiplicity = 3
molar mass = 208.2 g/mol
highest occupied orbital energy (spin up / spin down) = -9.5833 / -14.2735 eV
⟨S²⟩ = 2.02
total charge = +1
Kohn-Sham gap (spin up / spin down) = 6.55 / 7.05 eV
LUMO level (spin up / spin down) = -3.037 / -7.226 eV